Entry from the Open Molecules 2025 dataset: a 3-piece molecular cluster, C35H66F5INO11S2 overall at a distorted geometry (ωB97M-V/def2-TZVPD).

The LUMO energy is -4.6 eV. The value obtained for the HOMO energy is -11.33 eV. The total charge is +1.

Geometry (Å):
C  -2.389  -1.509  -2.113
C  -2.645  -0.263  -1.558
C  -2.243  0.137  -0.122
O  -1.799  -1.105  0.396
C  -3.627  0.454  0.604
C  -4.919  0.115  -0.211
C  -6.112  0.424  0.787
C  -7.259  -0.638  0.600
C  -8.354  -0.193  -0.369
O  -8.734  -0.922  -1.210
O  -8.870  1.063  -0.153
O  -3.874  1.751  1.109
C  -2.725  2.360  1.712
C  -2.388  1.538  2.979
C  -1.262  2.051  3.919
O  -0.213  2.810  3.312
C  -3.206  3.719  2.287
C  -4.572  3.615  3.086
C  -5.572  4.764  2.734
S  -6.533  5.138  4.247
O  -5.807  5.966  5.143
O  -7.808  5.632  3.845
O  -6.808  3.682  4.946
C  -1.670  2.496  0.563
C  -2.036  3.599  -0.501
C  -3.265  3.410  -1.425
C  -2.971  4.107  -2.801
I  -5.144  4.301  -0.823
N  -1.140  1.188  -0.018
C  -0.064  0.752  0.987
O  0.862  -0.159  0.485
C  1.217  -1.171  1.430
C  2.270  -2.152  0.881
S  -0.183  1.363  -1.541
O  0.224  0.099  -2.083
O  -0.950  1.869  -2.655
C  1.299  2.480  -1.575
F  1.059  3.552  -2.334
F  2.228  1.846  -2.283
C  2.061  3.027  -0.330
F  2.719  2.115  0.359
F  3.042  3.789  -0.848
F  1.373  3.863  0.436
H  -2.991  -2.381  -1.805
H  -1.613  -1.654  -2.878
H  -3.120  0.427  -2.273
H  -2.556  -1.696  0.512
H  -3.724  -0.240  1.470
H  -5.083  0.798  -1.055
H  -5.019  -0.954  -0.429
H  -5.791  0.303  1.837
H  -6.522  1.430  0.636
H  -7.740  -0.706  1.597
H  -6.874  -1.644  0.393
H  -8.812  1.495  -1.023
H  -2.197  0.458  2.814
H  -3.283  1.462  3.623
H  -1.734  2.680  4.699
H  -0.838  1.195  4.478
H  0.616  2.418  3.618
H  -2.477  4.168  2.982
H  -3.422  4.507  1.557
H  -5.021  2.614  3.054
H  -4.308  3.789  4.147
H  -6.313  4.406  2.008
H  -5.051  5.666  2.389
H  -6.964  3.066  4.207
H  -0.880  3.076  1.082
H  -1.175  3.818  -1.161
H  -2.116  4.582  -0.005
H  -3.478  2.342  -1.536
H  -3.639  3.756  -3.597
H  -1.914  4.043  -3.090
H  -3.180  5.180  -2.639
H  0.523  1.598  1.380
H  -0.471  0.266  1.884
H  1.657  -0.654  2.311
H  0.352  -1.750  1.804
H  2.136  -3.122  1.385
H  3.282  -1.772  1.073
H  2.084  -2.331  -0.191
C  4.075  -5.424  -4.964
C  4.317  -4.147  -4.166
C  3.112  -3.720  -3.328
C  1.854  -3.377  -4.129
C  2.028  -2.273  -5.171
C  2.414  -0.930  -4.562
H  3.269  -5.301  -5.689
H  4.974  -5.701  -5.517
H  3.819  -6.255  -4.303
H  4.619  -3.342  -4.841
H  5.163  -4.314  -3.493
H  3.399  -2.860  -2.713
H  2.867  -4.523  -2.624
H  1.067  -3.081  -3.425
H  1.484  -4.277  -4.629
H  1.083  -2.153  -5.709
H  2.770  -2.565  -5.919
H  1.661  -0.601  -3.844
H  2.494  -0.169  -5.340
H  3.379  -0.980  -4.052
C  9.320  -4.957  2.361
C  9.237  -3.772  1.404
C  8.542  -2.553  2.011
C  7.078  -2.769  2.402
C  6.165  -3.228  1.265
C  6.060  -2.216  0.129
H  8.330  -5.320  2.643
H  9.852  -5.786  1.891
H  9.859  -4.686  3.271
H  8.737  -4.078  0.481
H  10.252  -3.483  1.120
H  8.611  -1.721  1.304
H  9.094  -2.235  2.901
H  6.689  -1.832  2.815
H  7.023  -3.499  3.214
H  5.164  -3.398  1.675
H  6.500  -4.190  0.870
H  5.683  -1.256  0.494
H  5.372  -2.579  -0.638
H  7.025  -2.046  -0.351

Forces on the atoms, in the same order (eV/Å):
-0.48 -0.01 0.85
1.09 0.75 -1.26
-4.31 -3.38 -1.40
1.13 0.90 0.95
-1.36 0.18 0.76
-0.62 1.09 1.72
-0.29 -1.39 -0.41
-0.23 1.44 1.34
1.07 -0.33 1.47
-0.76 -0.66 -1.70
1.03 -0.04 -0.36
0.78 0.23 -0.54
-1.06 -0.65 0.25
0.97 -1.14 0.56
-0.56 0.21 1.02
0.04 -0.61 -0.21
-0.94 0.79 0.09
1.01 0.70 0.71
0.01 -1.71 0.77
-1.32 0.89 -0.29
0.95 -0.73 0.36
-0.21 -0.29 -0.60
0.98 0.64 -0.89
-0.12 3.66 0.67
-0.71 0.22 -0.19
0.79 0.05 -1.12
-0.22 0.53 0.77
0.17 -0.32 0.14
0.84 0.09 2.07
2.10 -1.57 2.08
-0.65 0.03 -0.79
0.81 -0.57 1.16
-0.58 0.29 -0.13
-1.52 -2.84 -7.64
1.37 -0.73 3.05
-0.95 2.50 2.07
2.73 1.84 0.07
-1.59 0.12 0.60
-0.41 -1.40 0.45
2.22 1.49 -0.40
-1.04 -0.71 0.55
-0.22 0.03 -0.44
-0.94 -0.76 0.38
1.72 -0.31 1.11
-1.68 0.42 -1.27
1.78 0.70 0.13
0.03 0.26 -0.10
0.69 0.13 -0.37
0.40 -0.57 -0.15
0.48 0.37 -0.43
0.12 0.30 -0.45
0.28 -0.25 0.19
-0.01 -0.02 -0.48
-0.29 0.36 -0.36
-0.68 0.02 0.24
0.03 0.58 -0.56
0.16 0.46 -0.51
0.25 -0.11 -0.40
-0.20 0.25 -0.35
-0.10 0.40 -0.05
0.04 -0.46 -0.44
0.45 -0.57 -0.30
-0.01 0.39 -0.36
-0.07 -0.30 -0.39
0.20 0.44 0.10
-0.44 -0.11 0.33
-0.31 0.00 0.40
0.39 -1.21 -0.30
-0.25 -0.57 0.29
-0.04 -0.65 0.30
-0.06 0.38 -0.09
0.27 0.02 0.24
-0.40 -0.37 -0.03
0.12 -0.38 -0.32
-0.88 0.41 -0.72
-0.87 0.55 -0.55
-0.23 -0.24 -0.28
-0.09 0.52 -0.53
0.18 0.40 -0.06
-0.27 -0.23 -0.36
0.26 0.16 0.33
0.11 0.09 -0.07
-0.03 -0.15 0.07
0.02 0.12 0.06
0.00 -0.10 -0.07
-0.09 0.04 0.12
0.05 0.05 -0.16
0.00 -0.03 0.01
-0.05 -0.04 0.00
-0.04 0.01 -0.02
-0.02 0.02 0.03
0.00 0.06 -0.01
-0.02 0.01 -0.01
0.02 -0.02 -0.02
0.00 0.03 -0.01
0.01 0.00 0.03
0.04 -0.03 -0.03
-0.01 -0.05 0.02
0.07 -0.03 0.01
0.02 0.02 0.05
-0.02 0.02 0.02
0.00 -0.05 -0.15
0.07 0.00 0.15
-0.01 0.07 -0.12
0.02 -0.09 0.08
-0.04 0.16 0.05
-0.07 -0.18 -0.07
0.02 0.00 0.03
-0.01 -0.01 0.07
-0.04 -0.01 0.01
-0.01 0.04 0.00
-0.04 0.01 -0.05
-0.01 0.00 0.03
0.00 -0.02 -0.01
-0.01 -0.01 -0.02
0.01 0.02 -0.01
0.03 -0.07 0.00
0.01 0.00 0.03
0.07 0.03 -0.02
0.02 0.07 -0.03
-0.02 0.05 0.01

Löwdin population analysis, charges in e, atoms 1 to 6:
1. C 0.0970
2. C -0.1278
3. C -0.3295
4. O 0.0194
5. C -0.2269
6. C -0.0901